Molecular formula: C28H58O
Method: DFT, ωB97M-V/def2-TZVPD

Energy relative to the best compared isomer or geometry (same formula, charge and spin), kJ/mol: 0.00
Kohn-Sham gap, Ha: 0.405
Largest force on an atom, hartree/bohr: 0.013
Structure (SMILES): CCCCCCCCCCCCCCCCCCCCCCCCCCCCO
Energy, a.u.: -1176.93915

Cartesian coordinates (Å):
C 4.47086 -0.87724 2.81240
H 3.81654 -1.36480 2.09218
C 5.24148 0.26228 2.15469
C 4.30543 1.34188 1.61484
C 5.07552 2.42678 0.86685
C 4.24971 3.66550 0.51440
C 3.10348 3.41941 -0.47511
C 1.76335 3.12383 0.19592
C 0.62482 3.02605 -0.81725
C -0.68086 2.59348 -0.15597
C -1.86023 2.60186 -1.12526
C -3.10544 1.97772 -0.50010
C -4.32446 2.06693 -1.41822
C -5.44350 1.10808 -1.01106
C -6.03291 1.41446 0.36380
C -7.19399 0.49141 0.74583
C -6.86313 -1.00301 0.72214
C -5.76412 -1.40528 1.70587
C -5.22168 -2.81115 1.43497
C -4.26562 -2.86420 0.23997
C -2.87815 -2.30720 0.55912
C -2.05339 -2.07404 -0.70495
C -0.62033 -1.64529 -0.39478
C 0.11367 -1.19197 -1.65510
C 1.59353 -0.87993 -1.42848
H 1.97882 -0.36661 -2.31333
C 2.43661 -2.13155 -1.19021
H 2.18055 -2.57359 -0.22504
C 3.93398 -1.83676 -1.22624
C 4.76398 -3.10502 -1.03910
C 6.26572 -2.81762 -1.03260
H 6.54863 -2.26441 -1.93117
O 6.66773 -2.00918 0.04673
H 6.37666 -2.42699 0.86581
H 6.82146 -3.76787 -1.02165
H 4.48933 -3.58550 -0.09469
H 4.54892 -3.80944 -1.84512
H 4.19205 -1.12024 -0.44498
H 4.19127 -1.38318 -2.18622
H 2.20344 -2.86922 -1.96264
H 1.69742 -0.19842 -0.58152
H -0.38146 -0.29712 -2.03976
H 0.02756 -1.96832 -2.41960
H -0.63405 -0.82488 0.32729
H -0.09205 -2.48130 0.06633
H -2.53690 -1.30217 -1.30972
H -2.03328 -2.98997 -1.30062
H -2.35204 -3.00352 1.21657
H -2.97248 -1.36101 1.09611
H -4.16020 -3.89989 -0.09121
H -4.69354 -2.30310 -0.59291
H -6.06272 -3.48491 1.25528
H -4.69351 -3.17318 2.32016
H -6.16440 -1.35963 2.72124
H -4.94061 -0.69492 1.64896
H -7.77183 -1.56153 0.96180
H -6.57559 -1.28684 -0.29022
H -7.53622 0.76373 1.74761
H -8.02355 0.66743 0.05598
H -5.25044 1.34515 1.11955
H -6.39819 2.44475 0.37087
H -5.03796 0.09558 -1.01626
H -6.24129 1.15287 -1.75701
H -4.01512 1.81928 -2.43734
H -4.70010 3.09253 -1.42971
H -2.89760 0.92806 -0.28034
H -3.31740 2.48007 0.44562
H -1.59210 2.04469 -2.02662
H -2.07641 3.62938 -1.42679
H -0.90028 3.25850 0.68290
H -0.55627 1.58589 0.24776
H 0.48512 3.99551 -1.30150
H 0.89064 2.30448 -1.59336
H 1.53640 3.92007 0.90929
H 1.82155 2.19046 0.75616
H 2.97658 4.30979 -1.09625
H 3.36782 2.59512 -1.14082
H 3.84656 4.10198 1.43120
H 4.93376 4.39919 0.08088
H 5.49498 2.00019 -0.04732
H 5.91475 2.74746 1.49024
H 3.58222 0.87707 0.94248
H 3.75430 1.79122 2.44490
H 5.84944 -0.12826 1.33627
H 5.92055 0.70718 2.88570
H 5.15408 -1.62065 3.21864
H 3.85510 -0.50166 3.62750